[1]
{
  "formula": "C28H61BF7N18O32S",
  "method": "wB97M-V/def2-TZVPD",
  "species": ["C", "C", "C", "C", "N", "C", "C", "S", "O", "O", "C", "F", "F", "C", "F", "F", "C", "F", "F", "F", "C", "N", "C", "C", "C", "O", "C", "B", "N", "O", "N", "H", "H", "H", "H", "H", "H", "H", "H", "H", "H", "H", "H", "H", "H", "H", "H", "H", "H", "H", "C", "N", "O", "O", "H", "H", "H", "C", "N", "O", "O", "H", "H", "H", "C", "N", "O", "O", "H", "H", "H", "C", "N", "O", "O", "H", "H", "H", "C", "N", "O", "O", "H", "H", "H", "C", "N", "O", "O", "H", "H", "H", "C", "N", "O", "O", "H", "H", "H", "C", "N", "O", "O", "H", "H", "H", "C", "N", "O", "O", "H", "H", "H", "C", "N", "O", "O", "H", "H", "H", "C", "N", "O", "O", "H", "H", "H", "C", "N", "O", "O", "H", "H", "H", "C", "N", "O", "O", "H", "H", "H", "C", "N", "O", "O", "H", "H", "H"],
  "coordinates": [[-1.7461, 1.6686, -0.5957], [-0.7600, 0.6998, -1.4371], [0.7542, 1.0380, -0.9911], [1.8416, 0.6483, -2.1454], [1.1436, 0.3333, 0.3024], [1.6599, 1.2147, 1.2820], [2.0410, 0.5569, 2.6593], [2.7193, 1.5327, 4.0633], [4.0883, 2.0152, 3.6166], [2.9305, 0.7726, 5.3346], [1.6687, 3.0445, 4.3764], [0.6247, 3.1846, 3.4267], [2.5245, 4.1755, 4.2047], [1.0054, 3.1127, 5.8293], [0.4196, 4.4157, 5.9330], [1.9570, 3.0675, 6.8895], [-0.1853, 2.0674, 6.0736], [-1.4058, 2.7795, 5.8908], [-0.2171, 0.9902, 5.1718], [-0.2012, 1.5628, 7.3828], [1.7662, -0.9820, 2.6764], [2.0629, -1.6723, 3.9285], [0.8687, -2.2117, 4.6317], [3.1932, -2.5867, 3.8514], [4.3174, -2.4962, 2.7201], [3.3083, -3.4741, 4.7374], [1.2172, -1.7122, 1.4267], [0.9414, -3.3394, 1.3255], [1.5545, -4.0065, 0.1168], [0.1513, -4.0810, 2.2642], [0.9315, -0.9642, 0.2698], [-2.6536, 1.9544, -1.2428], [-1.2270, 2.6447, -0.2951], [-2.0464, 1.1323, 0.3782], [-0.8973, 0.9572, -2.5433], [-1.0365, -0.3958, -1.3034], [0.8185, 2.1687, -0.8847], [2.7565, 1.3368, -2.0073], [1.3686, 0.7916, -3.1772], [2.1791, -0.4350, -1.9911], [1.7938, 2.3422, 1.1106], [0.8092, -1.8787, 5.7319], [0.7659, -3.3471, 4.6186], [-0.1049, -1.8084, 4.1545], [4.5138, -1.3759, 2.5291], [5.2806, -2.9078, 3.1981], [4.0217, -3.0645, 1.7772], [1.4683, -5.0362, 0.2522], [0.8517, -3.8156, -0.6350], [0.7515, -4.8126, 2.5662], [4.2336, 6.2710, 1.9498], [3.4324, 5.5594, 0.9200], [3.2940, 4.3519, 1.0506], [2.9706, 6.2333, 0.0183], [4.5791, 5.5480, 2.6866], [5.0768, 6.7396, 1.4439], [3.5867, 7.0151, 2.4127], [-0.6465, -0.2828, 9.8971], [-1.7981, -1.1753, 9.6061], [-2.7456, -1.1374, 10.3735], [-1.7097, -1.8836, 8.6163], [-0.8610, 0.2847, 10.7991], [0.2294, -0.9126, 10.0376], [-0.5228, 0.3817, 9.0433], [3.2775, -2.5087, -4.8074], [3.4098, -1.0769, -4.4370], [4.3511, -0.7638, -3.7213], [2.5657, -0.3118, -4.8749], [4.0931, -3.0666, -4.3505], [2.3111, -2.8581, -4.4307], [3.3274, -2.5730, -5.8938], [-1.2441, -4.7481, -4.0978], [-0.2367, -3.7877, -3.5773], [-0.5611, -3.0871, -2.6282], [0.8473, -3.7670, -4.1362], [-2.1533, -4.6562, -3.5068], [-1.4357, -4.4937, -5.1437], [-0.8231, -5.7488, -4.0047], [2.2507, 4.6037, -4.1895], [1.0810, 3.7329, -4.4775], [0.1316, 3.7980, -3.7129], [1.1590, 3.0158, -5.4567], [2.0432, 5.1850, -3.2929], [3.1132, 3.9555, -4.0382], [2.3931, 5.2575, -5.0488], [-2.6957, 5.3317, -1.7417], [-3.4860, 4.6290, -2.7847], [-3.6164, 3.4204, -2.6710], [-3.9471, 5.3144, -3.6794], [-2.3501, 4.6005, -1.0137], [-1.8522, 5.8117, -2.2363], [-3.3476, 6.0664, -1.2701], [-4.5326, 8.8610, -4.3591], [-4.5935, 8.9128, -2.8747], [-5.6970, 8.9718, -2.3599], [-3.5282, 8.8913, -2.2759], [-5.5502, 8.8861, -4.7565], [-3.9654, 9.7283, -4.6957], [-4.0344, 7.9314, -4.6336], [-3.9875, -8.7350, -3.3641], [-2.8763, -7.9370, -3.9449], [-3.1653, -7.0955, -4.7798], [-1.7516, -8.1830, -3.5421], [-4.9242, -8.4099, -3.8125], [-3.7936, -9.7824, -3.5918], [-3.9921, -8.5581, -2.2894], [2.0070, -3.6751, 8.7513], [1.1971, -4.3714, 7.7188], [1.0498, -5.5740, 7.8386], [0.7367, -3.6823, 6.8212], [2.3490, -4.4064, 9.4808], [2.8524, -3.2091, 8.2460], [1.3677, -2.9298, 9.2230], [6.3662, -0.0754, -0.8646], [6.8756, -1.4567, -0.6613], [6.6134, -2.0035, 0.3996], [7.5194, -1.9435, -1.5717], [5.8135, 0.2288, 0.0225], [7.2274, 0.5722, -1.0236], [5.7156, -0.0907, -1.7391], [-0.6151, -4.1146, -9.0925], [-0.6609, -4.0462, -7.6085], [-1.7622, -3.9631, -7.0826], [0.4058, -4.0781, -7.0213], [-1.6320, -4.0765, -9.4782], [-0.0375, -3.2599, -9.4428], [-0.1353, -5.0541, -9.3635], [0.0933, -1.9939, 13.7697], [0.7785, -1.6797, 12.4889], [1.1997, -2.6177, 11.8310], [0.8701, -0.5018, 12.1860], [0.0857, -3.0733, 13.9075], [0.6507, -1.5065, 14.5685], [-0.9226, -1.6062, 13.7023], [-8.3510, 6.5103, -4.9869], [-7.5381, 7.3743, -5.8812], [-7.3666, 6.9938, -7.0249], [-7.0995, 8.4081, -5.3995], [-8.6720, 5.6327, -5.5445], [-7.7211, 6.2241, -4.1453], [-9.2096, 7.0941, -4.6578], [-5.1386, -4.5392, -10.8535], [-3.8355, -4.4844, -11.5662], [-2.8438, -4.8561, -10.9549], [-3.8517, -4.0720, -12.7102], [-4.9732, -4.9245, -9.8492], [-5.5360, -3.5257, -10.8176], [-5.7939, -5.2012, -11.4179]],
  "forces_ev_per_angstrom": [[-0.067, -0.584, -0.015], [-0.158, 1.102, 0.523], [-0.140, -0.257, -2.880], [-0.191, 0.188, 1.040], [0.623, 3.788, 0.625], [0.474, -3.351, 3.089], [-2.815, -2.625, -4.518], [7.459, -1.751, 1.873], [-4.628, -0.641, -0.075], [-2.569, 1.691, -2.988], [-0.757, 3.091, -0.938], [2.060, -0.574, 1.802], [-2.079, -2.932, 0.614], [0.397, 2.262, 2.071], [1.397, -2.907, -0.497], [-2.145, -0.299, -2.944], [-2.899, -0.569, 0.697], [2.975, -1.968, 0.379], [0.539, 2.351, 1.871], [0.385, 1.294, -3.389], [0.190, 2.429, -0.286], [0.512, -0.999, -2.583], [-2.293, 0.136, 1.037], [0.996, -2.601, 2.117], [-0.166, 1.207, 1.131], [-0.739, 2.962, -2.781], [0.199, 3.456, 0.263], [-0.325, -1.539, -0.669], [-1.967, 0.070, 1.531], [2.913, 1.111, -0.654], [1.153, -1.336, 3.791], [1.339, -0.606, 1.308], [-0.599, -1.331, -0.515], [0.176, 0.936, -1.468], [0.577, -0.354, 1.548], [0.547, 1.424, -0.132], [-0.046, -1.580, 0.443], [-1.351, -1.129, -0.394], [0.809, -0.204, 1.631], [-0.556, 1.501, -0.423], [-0.340, -1.990, -0.161], [0.534, -0.385, -1.946], [0.612, 1.746, -0.120], [1.675, -0.458, 0.468], [-0.286, -1.746, -0.172], [-1.715, 0.418, -0.906], [0.436, 0.860, 1.226], [0.156, 0.892, -0.196], [1.045, 0.226, 0.114], [-1.168, 0.372, -0.264], [0.230, -0.076, 0.353], [-0.121, 0.196, -0.204], [-0.200, 0.151, -0.193], [0.156, -0.550, 0.382], [-0.100, 0.016, -0.171], [-0.184, 0.058, 0.007], [0.082, 0.010, -0.176], [-0.052, 0.270, -0.038], [-0.256, -0.057, -0.021], [0.341, -0.172, -0.387], [-0.101, 0.242, 0.418], [-0.056, -0.150, -0.180], [-0.112, 0.112, -0.201], [0.000, -0.317, 0.188], [0.195, -0.231, 0.055], [0.055, -0.084, -0.249], [-0.454, 0.242, -0.108], [0.608, -0.254, 0.276], [-0.025, 0.219, -0.045], [0.617, 0.430, -0.324], [-0.144, 0.066, 0.098], [-0.266, -0.136, 0.015], [-0.213, -0.158, -0.096], [0.494, -0.069, -0.198], [-1.085, -0.246, 0.788], [0.207, 0.081, 0.001], [0.170, -0.121, 0.275], [0.038, 0.116, -0.130], [0.134, 0.279, 0.238], [0.051, -0.184, -0.310], [0.063, -0.194, -0.103], [-0.188, 0.310, 0.574], [-0.054, -0.118, -0.122], [-0.077, 0.044, -0.181], [0.058, -0.181, 0.026], [0.193, 0.032, 0.304], [-0.028, -0.165, -0.076], [-0.144, 0.566, -0.308], [0.088, -0.386, 0.305], [-0.109, 0.029, -0.180], [-0.182, 0.058, 0.007], [0.097, 0.052, -0.184], [-0.185, 0.160, -0.287], [-0.101, 0.017, 0.010], [0.624, -0.084, 0.018], [-0.455, -0.074, 0.004], [0.818, 0.094, 0.416], [0.111, -0.158, 0.117], [0.083, 0.127, 0.094], [-0.356, -0.081, -0.008], [0.057, 0.086, -0.137], [0.310, -0.260, 0.344], [-0.411, 0.259, -0.222], [0.204, 0.022, 0.005], [0.073, 0.110, 0.136], [0.110, -0.118, -0.102], [0.175, 0.017, 0.235], [-0.094, -0.354, 0.017], [-0.030, 0.575, -0.264], [0.083, -0.729, 0.846], [-0.128, 0.056, -0.150], [-0.165, 0.038, -0.019], [0.099, -0.050, -0.130], [-0.218, 0.267, 0.069], [0.157, -0.297, -0.058], [0.079, 0.096, -0.393], [-0.325, 0.182, 0.531], [0.137, -0.127, -0.049], [-0.088, -0.110, -0.103], [0.188, -0.015, -0.030], [-0.310, 0.091, -0.248], [0.175, 0.014, -0.171], [0.473, 0.039, -0.105], [-0.637, 0.038, -0.053], [0.299, -0.025, 0.242], [0.087, -0.161, 0.100], [0.050, 0.151, 0.050], [-0.122, -0.271, 0.234], [0.111, -0.015, 0.103], [-0.129, 0.549, -0.013], [0.282, -0.619, 0.322], [0.053, 0.156, -0.125], [-0.118, 0.075, -0.127], [0.148, 0.085, 0.023], [-0.186, -0.283, 0.073], [0.003, -0.126, -0.397], [0.059, 0.365, 0.549], [-0.931, -0.531, -0.614], [0.113, 0.182, -0.015], [-0.084, 0.168, -0.024], [0.183, 0.009, 0.068], [-0.171, -0.101, 0.333], [0.081, 0.070, -0.310], [-0.364, 0.098, -0.462], [0.152, -0.239, 0.626], [0.078, 0.050, -0.172], [0.001, -0.125, -0.145], [0.049, 0.181, -0.033]],
  "lumo_ev": -4.9,
  "total_charge": 1,
  "energy_ha": -5617.12284
}

=====

[2]
{
  "formula": "C28H61N6O7PS",
  "method": "wB97M-V/def2-TZVPD",
  "species": ["C", "C", "O", "P", "O", "C", "C", "C", "C", "C", "C", "C", "N", "S", "N", "C", "O", "C", "C", "H", "H", "H", "H", "H", "H", "H", "H", "H", "H", "H", "H", "H", "H", "H", "H", "H", "C", "C", "C", "O", "C", "N", "H", "H", "H", "H", "H", "H", "H", "H", "H", "H", "H", "C", "C", "C", "O", "C", "N", "H", "H", "H", "H", "H", "H", "H", "H", "H", "H", "H", "C", "C", "C", "O", "C", "N", "H", "H", "H", "H", "H", "H", "H", "H", "H", "H", "H", "C", "C", "C", "O", "C", "N", "H", "H", "H", "H", "H", "H", "H", "H", "H", "H", "H"],
  "coordinates": [[-3.1995, 4.3633, 1.0415], [-2.4997, 2.9386, 1.0757], [-1.0715, 3.1696, 1.0552], [-0.3387, 2.7495, 2.4882], [-1.2167, 3.2118, 3.6234], [-0.2951, 0.8911, 2.5651], [0.4409, 0.2011, 1.3079], [0.8720, -1.2393, 1.8239], [-0.1666, -2.2540, 1.9108], [0.1662, -3.6383, 2.4380], [1.5206, -3.9218, 2.8659], [2.5853, -2.8801, 2.7507], [3.9416, -2.9544, 3.0640], [4.6086, -1.4645, 2.7323], [3.3193, -0.5506, 2.1703], [2.2996, -1.4802, 2.2290], [1.1361, 3.4892, 2.6836], [2.1199, 2.6474, 3.3429], [1.8120, 2.3332, 4.8524], [-2.8855, 4.8911, 1.9896], [-4.3176, 4.2954, 0.9739], [-2.7355, 4.9399, 0.1944], [-2.8016, 2.3872, 0.1313], [-2.8602, 2.3088, 1.9302], [-1.3440, 0.4671, 2.5908], [0.2097, 0.4781, 3.4832], [-0.2681, 0.0047, 0.4557], [1.3605, 0.7660, 0.9978], [-1.2007, -1.9607, 1.5800], [-0.6517, -4.3968, 2.4951], [1.7379, -4.9372, 3.2801], [2.3200, 1.7352, 2.7167], [3.0869, 3.2370, 3.3333], [2.6138, 1.6066, 5.1982], [1.8809, 3.2196, 5.5337], [0.8313, 1.8201, 5.0347], [1.5019, -8.3690, 2.1255], [0.8735, -8.6516, 3.4865], [-0.3329, -9.6067, 3.4204], [-1.5321, -9.0039, 2.9532], [-1.6433, -8.9278, 1.5423], [0.5187, -7.3756, 4.1200], [0.9017, -7.6894, 1.5183], [2.4822, -7.9028, 2.2500], [1.6458, -9.2941, 1.5612], [1.6393, -9.1359, 4.1015], [-0.5529, -9.9406, 4.4395], [-0.1003, -10.5087, 2.8416], [-1.1893, -9.7903, 1.0466], [-1.1976, -8.0010, 1.1750], [-2.7050, -8.9043, 1.2903], [0.1851, -7.5601, 5.0636], [-0.3065, -7.0192, 3.6395], [5.1387, -4.9289, -1.7548], [5.5144, -4.2737, -0.4298], [6.9298, -3.6656, -0.4242], [7.9766, -4.6168, -0.2892], [8.3617, -5.2456, -1.4992], [5.3422, -5.2528, 0.6503], [5.6333, -5.8898, -1.9035], [4.0627, -5.1151, -1.7930], [5.3917, -4.2804, -2.5980], [4.8067, -3.4539, -0.2625], [7.0120, -3.0160, 0.4535], [7.0964, -3.0264, -1.3002], [8.2919, -4.5685, -2.3553], [7.7588, -6.1394, -1.6720], [9.4002, -5.5649, -1.3956], [5.5039, -4.7885, 1.5422], [6.1122, -5.9167, 0.5822], [-5.4987, 3.3354, -4.7895], [-4.4102, 3.3760, -3.7219], [-4.7194, 2.4973, -2.4957], [-5.6683, 3.0565, -1.5982], [-7.0210, 2.8444, -1.9643], [-4.1716, 4.7723, -3.3389], [-6.3842, 3.9073, -4.5087], [-5.1275, 3.7616, -5.7245], [-5.8074, 2.3069, -4.9950], [-3.4945, 2.9871, -4.1796], [-3.7960, 2.3946, -1.9166], [-5.0151, 1.4829, -2.7911], [-7.1701, 1.8738, -2.4457], [-7.3691, 3.6488, -2.6153], [-7.6233, 2.8750, -1.0547], [-3.3835, 4.8031, -2.6950], [-4.9612, 5.0671, -2.7660], [-2.3830, 9.9599, -3.2619], [-1.2921, 8.9462, -2.9331], [-0.6220, 8.3379, -4.1813], [-1.3982, 7.3436, -4.8359], [-2.3733, 7.8546, -5.7284], [-1.8549, 7.9079, -2.0619], [-3.3004, 9.4891, -3.6178], [-2.6454, 10.5357, -2.3712], [-2.0439, 10.6667, -4.0240], [-0.5159, 9.4776, -2.3722], [0.2913, 7.8283, -3.8573], [-0.3090, 9.1154, -4.8894], [-2.0328, 8.7627, -6.2346], [-3.3085, 8.0421, -5.1975], [-2.5724, 7.0925, -6.4837], [-1.1040, 7.2852, -1.7708], [-2.4466, 7.3151, -2.6437]],
  "forces_ev_per_angstrom": [[1.036, -0.460, 0.712], [-1.905, 0.679, -0.985], [1.657, -1.060, 1.343], [-2.445, 1.492, 2.674], [1.042, -0.699, -1.361], [0.871, -0.982, -1.422], [0.100, -1.475, 1.135], [-1.190, -0.485, -0.361], [3.074, 0.292, 0.556], [2.294, 1.867, 0.088], [-1.674, 0.814, -0.780], [0.997, 1.768, -0.391], [-1.886, 1.439, -0.858], [-1.348, -0.695, -0.009], [-0.636, -3.870, 0.931], [-2.255, -0.945, -0.057], [-1.408, -1.792, -1.256], [1.287, 0.125, 0.701], [0.435, -0.787, 0.076], [-0.543, -0.519, -0.947], [1.120, 0.039, -0.092], [-0.744, -0.547, 0.654], [0.728, 0.519, 0.947], [0.604, 0.781, -0.528], [1.001, 0.982, 0.059], [-0.504, 0.944, -0.781], [0.795, 0.712, 0.752], [-1.025, -0.505, 0.078], [1.209, -0.549, 0.405], [1.027, 0.686, 0.040], [0.004, 1.082, -0.429], [-0.323, 0.711, 0.846], [-1.184, -0.524, -0.175], [-0.814, 0.793, -0.425], [-0.172, -0.595, -0.904], [0.815, 0.661, -0.297], [0.265, -0.036, -0.058], [-0.194, 0.149, -0.358], [-0.001, 0.020, 0.368], [0.231, -0.280, -0.130], [-0.247, 0.236, 0.121], [-0.147, -0.099, 0.128], [-0.044, -0.036, 0.073], [-0.101, 0.010, 0.018], [-0.033, 0.039, 0.004], [-0.114, -0.019, 0.052], [-0.072, 0.076, -0.042], [0.029, 0.070, -0.134], [0.084, 0.035, 0.026], [0.096, -0.094, -0.184], [0.029, -0.046, 0.093], [0.138, 0.078, 0.001], [0.106, -0.013, -0.015], [-0.204, 0.076, -0.190], [0.214, -0.363, -0.089], [-0.093, 0.127, 0.307], [-0.097, 0.268, -0.282], [0.128, -0.213, 0.261], [0.197, 0.201, 0.115], [0.040, 0.059, 0.079], [0.084, -0.006, 0.075], [0.018, -0.038, 0.023], [0.095, 0.033, 0.081], [0.041, -0.099, 0.014], [-0.008, -0.103, -0.109], [-0.091, -0.001, 0.009], [-0.019, 0.030, -0.219], [-0.035, 0.079, 0.059], [-0.222, -0.019, -0.003], [-0.130, -0.011, -0.063], [0.004, -0.089, -0.261], [-0.357, 0.147, 0.065], [0.297, 0.090, 0.101], [0.035, -0.353, -0.198], [-0.030, 0.278, 0.244], [0.090, -0.109, 0.240], [0.066, -0.019, 0.077], [0.007, 0.018, 0.112], [-0.014, 0.038, 0.026], [0.012, -0.008, 0.128], [-0.061, 0.082, 0.023], [-0.128, 0.031, -0.075], [0.051, 0.030, -0.071], [-0.116, -0.133, -0.130], [0.102, -0.025, 0.007], [0.043, 0.051, -0.135], [0.029, 0.025, -0.121], [-0.027, 0.275, 0.061], [-0.315, -0.131, -0.232], [0.172, -0.178, 0.222], [0.220, 0.398, -0.112], [-0.151, -0.341, 0.092], [0.208, -0.171, -0.120], [0.088, -0.065, 0.003], [0.026, -0.105, -0.029], [-0.023, -0.042, 0.003], [0.053, -0.104, -0.051], [-0.087, -0.064, -0.012], [-0.135, 0.062, -0.032], [0.013, 0.045, 0.084], [-0.052, 0.158, -0.124], [0.089, -0.014, 0.068], [-0.041, 0.097, 0.123], [-0.051, 0.116, 0.056]],
  "lumo_ev": -1.1,
  "energy_ha": -2698.12260
}